Formula: C20H22N4O3S
Source: OMol25
Level of theory: ωB97M-V/def2-TZVPD

Calculated values
LUMO energy (eV): 0.5
DFT total energy (eV): -44035.066
SMILES: COc1cccc(NC(=O)Cc2nnc(SCCOc3ccccc3)n2C)c1
Energy above the lowest of the compared OMol25 structures with the same formula, charge and spin (kcal per mole): 79.55
Highest occupied orbital energy (eV): -8.11

Each atom is followed by the atoms it is bonded to, with distances in Å.
Cartesian coordinates (Å):
1 C -3.71550 -3.64382 1.82419  O2 1.407, H29 1.095, H30 1.089, H31 1.095
2 O -4.58442 -3.57890 0.71985  C1 1.407, C3 1.362
3 C -4.70533 -2.39677 0.05469  O2 1.362, C4 1.397, C28 1.387
4 C -5.58341 -2.39423 -1.03162  C3 1.397, C5 1.378, H32 1.078
5 C -5.76867 -1.24165 -1.76467  C4 1.378, C6 1.386, H33 1.079
6 C -5.09731 -0.07283 -1.44348  C5 1.386, C7 1.388, H34 1.076
7 C -4.22401 -0.07277 -0.36492  C6 1.388, N8 1.399, C28 1.395
8 N -3.51279 1.06184 0.04099  C7 1.399, C9 1.349, H35 1.020
9 C -3.41148 2.26183 -0.56707  N8 1.349, O10 1.210, C11 1.545
10 O -3.94552 2.60686 -1.59613  C9 1.210
11 C -2.51647 3.23357 0.23351  C9 1.545, C12 1.479, H36 1.089, H37 1.093
12 C -1.23074 2.60346 0.60231  C11 1.479, N13 1.307, N26 1.368
13 N -1.10716 1.58327 1.40935  C12 1.307, N14 1.345
14 N 0.19355 1.24958 1.48704  N13 1.345, C15 1.306
15 C 0.84978 2.07707 0.71954  N14 1.306, S16 1.735, N26 1.368
16 S 2.56696 2.11063 0.47716  C15 1.735, C17 1.818
17 C 3.01526 0.65994 1.47778  S16 1.818, C18 1.526, H38 1.088, H39 1.090
18 C 2.65918 -0.64075 0.76423  C17 1.526, O19 1.405, H40 1.093, H41 1.098
19 O 3.29222 -0.77255 -0.48289  C18 1.405, C20 1.367
20 C 4.62977 -1.04701 -0.54194  O19 1.367, C21 1.395, C25 1.390
21 C 5.18999 -0.99562 -1.81891  C20 1.395, C22 1.379, H42 1.079
22 C 6.52778 -1.27167 -2.00711  C21 1.379, C23 1.386, H43 1.080
23 C 7.33177 -1.60303 -0.92733  C22 1.386, C24 1.382, H44 1.079
24 C 6.77886 -1.65778 0.33768  C23 1.382, C25 1.386, H45 1.080
25 C 5.43595 -1.38140 0.53978  C20 1.390, C24 1.386, H46 1.079
26 N -0.00272 2.96247 0.11897  C12 1.368, C15 1.368, C27 1.435
27 C 0.32513 4.00310 -0.81295  N26 1.435, H47 1.089, H48 1.091, H49 1.092
28 C -4.02787 -1.23274 0.38474  C3 1.387, C7 1.395, H50 1.079
29 H -2.68195 -3.42443 1.53735  C1 1.095
30 H -3.77770 -4.66831 2.18789  C1 1.089
31 H -4.02471 -2.95872 2.62034  C1 1.095
32 H -6.10232 -3.30720 -1.27476  C4 1.078
33 H -6.44858 -1.24732 -2.60297  C5 1.079
34 H -5.24286 0.82465 -2.01922  C6 1.076
35 H -2.90749 0.92656 0.85057  N8 1.020
36 H -2.36285 4.13098 -0.36420  C11 1.089
37 H -3.06458 3.50016 1.14057  C11 1.093
38 H 2.47752 0.73539 2.42073  C17 1.088
39 H 4.08971 0.75128 1.63365  C17 1.090
40 H 1.58755 -0.64772 0.54777  C18 1.093
41 H 2.88232 -1.48958 1.42377  C18 1.098
42 H 4.54856 -0.73698 -2.64653  C21 1.079
43 H 6.94720 -1.22676 -3.00108  C22 1.080
44 H 8.37957 -1.81662 -1.07273  C23 1.079
45 H 7.39423 -1.91728 1.18679  C24 1.080
46 H 5.03740 -1.43993 1.54126  C25 1.079
47 H 1.36744 3.89019 -1.10723  C27 1.089
48 H -0.31031 3.92522 -1.69630  C27 1.091
49 H 0.18840 4.98452 -0.35385  C27 1.092
50 H -3.33932 -1.19818 1.21535  C28 1.079